1.
Computed, not measured: 40 unconnected molecules or ions with the total composition H80O40, with ωB97M-V/def2-TZVPD.

Structure (XYZ):
```
120
Properties=species:S:1:pos:R:3
H 2.69101 1.12051 -3.62615
H 2.26805 1.22717 -2.25876
O 2.77550 1.78866 -2.90202
H 1.80850 -1.08193 2.69848
H 1.92008 -2.17281 1.49017
O 1.69515 -1.29149 1.76624
H 0.51891 -0.95803 3.74825
H 0.11841 -2.39285 3.84036
O 0.56907 -1.69066 4.37225
H -3.91750 3.71100 1.54237
H -4.62955 2.88421 0.78245
O -4.88415 3.50132 1.49994
H -3.65603 -3.76757 1.59693
H -4.80627 -3.81300 2.57242
O -3.84450 -3.61781 2.53290
H -0.47911 -0.12113 -2.43490
O -0.92018 -0.57910 -3.15585
H 1.85299 2.58290 1.19138
O 2.21833 1.77743 1.57150
H -2.20079 2.53780 5.47993
H -2.68385 1.11176 5.32043
O -1.99017 1.70755 5.01160
H 1.74908 4.37585 2.59590
H 0.57354 4.54025 3.55747
O 1.53044 4.56675 3.50434
H 5.26852 -0.20349 -2.00960
H 6.19543 0.80182 -2.77319
O 5.71500 -0.05381 -2.87565
H 2.65228 -5.97856 1.97319
H 2.82654 -4.49252 1.76438
O 2.58095 -5.29348 1.30424
H -1.71836 -3.70339 5.43202
O -1.58274 -3.87787 4.49965
H -2.78399 -1.84569 -4.83613
H -1.66517 -1.08332 -5.66177
O -2.60863 -1.18521 -5.50368
H -2.88899 0.28030 -3.06061
H -3.24850 -0.27978 -4.41644
O -3.67619 0.09731 -3.61829
H -5.03598 -0.84149 2.95273
H -3.92464 -1.92441 3.21430
O -4.14708 -0.98249 3.27701
H -3.66679 -4.96118 -0.47297
H -2.17862 -5.48320 -0.28557
O -3.09825 -5.73970 -0.47530
H 1.94164 -5.93271 -0.91607
H 0.55575 -5.88468 -1.26033
O 1.31267 -6.45050 -1.44031
H -0.13391 6.87853 1.02222
H 0.99182 6.03771 1.46450
O 0.34405 6.65980 1.84318
H -0.17645 -1.88941 -1.25657
O -0.90455 -2.10739 -0.66800
H -4.87416 3.72373 -1.17188
H -4.27530 2.45298 -1.55667
O -3.99038 3.35392 -1.35619
H -4.42947 0.71091 0.51234
O -5.27193 0.29541 0.77993
H -3.48011 3.36952 -3.38707
H -3.05094 4.60093 -4.14771
O -3.81495 4.21647 -3.70676
H 2.35177 -3.11008 -0.68720
H 3.56534 -2.10668 -0.58635
O 2.82384 -2.49125 -0.12191
H -1.23454 5.38877 3.07556
H -1.49334 3.97757 3.61064
O -1.86108 4.64692 3.01323
H 4.67734 0.96059 1.97977
H 4.15821 -0.11140 2.84277
O 4.87919 0.02827 2.22401
H 0.75468 -0.17209 0.06139
H 2.02479 -0.21923 -0.59924
O 1.28253 0.42336 -0.55787
H -0.25652 -3.37835 1.28432
H -0.33646 -4.80162 1.88806
O -0.48662 -4.29056 1.09223
H -1.41076 -1.05136 5.72758
H -0.29588 -1.77456 6.62722
O -1.17621 -1.82075 6.24903
H -1.90443 2.46540 -3.62855
H -0.38383 2.15099 -3.44393
O -1.27479 1.86398 -3.23597
H 5.80163 3.39139 1.58251
H 5.39035 2.02317 0.79593
O 5.79256 2.44054 1.56255
H 1.09392 -1.25760 -3.89182
H 1.20228 -2.08652 -5.25444
O 1.68394 -1.63399 -4.55310
H -1.27013 0.93998 3.44466
O -0.82618 1.06915 2.58850
H -2.96442 -0.22039 1.87966
H -2.04552 0.88573 1.22943
O -2.66565 0.17027 1.03740
H -1.49339 -1.35295 -0.77735
H -1.19121 0.11811 -3.78144
H -5.40712 -0.27648 -0.00296
H 2.12307 1.17031 0.79946
H -2.22386 -3.23393 4.10089
H 0.06638 1.15526 2.98121
O 5.94187 3.30435 -0.97963
H 5.54799 3.29497 -1.85197
H 6.44102 2.58471 -0.58915
O 0.97797 3.75151 -1.02051
H 0.08798 3.38372 -0.98115
H 1.44878 3.28778 -1.72507
O -1.69870 1.41908 -1.03468
H -2.42402 1.89853 -0.63836
H -1.56846 0.65235 -0.46465
O 5.03118 -0.28424 -0.20160
H 5.91775 -0.63075 -0.16866
H 4.42595 -0.40995 0.55510
O 1.14826 3.26111 -4.66081
H 1.84775 2.65757 -4.38756
H 1.37100 4.14009 -4.34287
O -0.52824 -3.59847 -5.07047
H 0.42588 -3.68457 -4.89202
H -0.92224 -3.39603 -4.21324
O 2.72801 -3.43840 -2.64150
H 3.48096 -3.43985 -3.23492
H 1.98110 -3.51210 -3.25680
```

Values from the calculation:
HOMO level = -10.88 eV
Energy relative to the best compared isomer or geometry (same formula, charge and spin) = 8.746 eV
Net charge = 0
Orbital gap = 10.294 eV

2.
Computed, not measured: 10 unconnected molecules or ions with the total composition C43H66Cl2NO18, with ωB97M-V/def2-TZVPD.

Structure (XYZ):
```
130
Properties=species:S:1:pos:R:3
C 0.70552 -0.36339 -1.34036
C -0.67558 -0.12830 -2.23562
Cl -0.11545 -0.00480 -4.03713
C -1.29028 1.31308 -1.76838
C -2.79937 1.27265 -1.13910
C -3.40425 -0.10065 -0.48600
C -4.15899 -0.68693 -1.81736
C -4.63466 0.74176 -2.49748
N -3.85167 1.79765 -2.09084
Cl -4.14167 3.44059 -2.64275
H 0.50702 0.10422 -0.26013
H 0.89708 -1.51910 -1.30529
H 1.61365 0.23715 -1.78584
H -1.41744 -1.03098 -2.20381
H -1.35549 1.98582 -2.75179
H -0.49019 1.87405 -1.08180
H -2.67033 1.96014 -0.17145
H -2.73709 -0.79486 0.17743
H -4.32720 0.30273 0.15418
H -3.54035 -1.16890 -2.68807
H -5.05079 -1.36219 -1.46450
H -5.51526 0.88469 -3.25744
O 6.80132 0.55082 -4.70063
C 5.70457 0.07387 -4.94109
O 4.79577 -0.28592 -3.98777
C 3.67601 -0.90572 -4.61847
C 3.70165 -0.41777 -6.04331
C 5.17615 -0.24512 -6.30682
H 3.79319 -1.99228 -4.54899
H 2.75545 -0.61486 -4.10410
H 3.20944 -1.10045 -6.74106
H 3.20010 0.55528 -6.11132
H 5.63737 -1.17112 -6.66122
H 5.36582 0.57406 -7.00423
O 1.80800 1.23127 0.41787
C 2.09616 2.34452 0.01068
O 1.26047 3.42305 0.06165
C 1.87917 4.52645 -0.59827
C 3.35489 4.22516 -0.57848
C 3.38565 2.71962 -0.65468
H 1.48186 4.59188 -1.61662
H 1.64475 5.45299 -0.06610
H 3.90523 4.71549 -1.38585
H 3.78783 4.55350 0.37428
H 3.37094 2.36411 -1.68870
H 4.24191 2.30805 -0.11539
O 5.55558 1.39634 1.39459
C 4.97765 0.40823 1.81625
O 4.05020 -0.30154 1.10897
C 3.50381 -1.32096 1.94444
C 4.53128 -1.54441 3.02301
C 5.14105 -0.17522 3.18704
H 2.54856 -0.96796 2.34700
H 3.32755 -2.22555 1.35515
H 4.10591 -1.94741 3.94594
H 5.29541 -2.24648 2.66776
H 4.58449 0.43490 3.90385
H 6.19538 -0.23646 3.46640
O -9.29200 2.44881 -0.23385
C -9.00384 3.56207 -0.64105
O -9.83953 4.64059 -0.59007
C -9.22083 5.74400 -1.24999
C -7.74511 5.44270 -1.23021
C -7.71435 3.93716 -1.30640
H -9.61814 5.80942 -2.26834
H -9.45525 6.67053 -0.71783
H -7.19477 5.93303 -2.03758
H -7.31217 5.77104 -0.27744
H -7.72906 3.58165 -2.34043
H -6.85809 3.52559 -0.76711
O -9.30998 7.95389 0.72197
C -9.31668 7.42711 1.82226
O -8.67936 6.25673 2.11930
C -8.98916 5.88220 3.46077
C -9.40767 7.15806 4.14338
C -10.05402 7.93473 3.02427
H -9.79330 5.13920 3.43916
H -8.10803 5.43729 3.93224
H -10.06770 6.99206 4.99893
H -8.52090 7.69640 4.49952
H -11.11542 7.69270 2.92104
H -9.91208 9.01075 3.14855
O 6.85542 -1.90880 5.21079
C 6.27749 -2.89691 5.63245
O 5.35003 -3.60668 4.92516
C 4.80365 -4.62610 5.76064
C 5.83112 -4.84954 6.83921
C 6.44089 -3.48036 7.00324
H 3.84840 -4.27310 6.16320
H 4.62739 -5.53069 5.17135
H 5.40575 -5.25255 7.76214
H 6.59525 -5.55162 6.48396
H 5.88433 -2.87024 7.72004
H 7.49522 -3.54159 7.28259
O -3.66090 6.59096 3.64127
C -3.27198 5.90830 2.70805
O -3.78752 5.96549 1.44506
C -3.17364 4.95801 0.64262
C -1.87100 4.64136 1.32949
C -2.20258 4.86102 2.78387
H -3.84168 4.09145 0.59841
H -3.01840 5.33800 -0.37135
H -1.50294 3.63525 1.11171
H -1.10236 5.35817 1.01582
H -2.61594 3.96099 3.24744
H -1.33613 5.22197 3.34280
O 3.54565 -3.79172 -5.29198
C 3.68115 -4.74606 -4.54429
O 4.54020 -5.78344 -4.76805
C 4.35859 -6.76920 -3.75264
C 3.73146 -6.03711 -2.59519
C 2.90708 -4.97784 -3.28204
H 3.71015 -7.55958 -4.14506
H 5.32555 -7.20463 -3.48427
H 3.14810 -6.68849 -1.93903
H 4.51261 -5.55998 -1.99091
H 1.90790 -5.34165 -3.53719
H 2.84648 -4.06592 -2.68358
O 4.45542 -8.10726 -1.27420
C 3.87749 -9.09537 -0.85254
O 2.95003 -9.80514 -1.55982
C 2.40365 -10.82456 -0.72434
C 3.43112 -11.04800 0.35422
C 4.04089 -9.67882 0.51825
H 1.44840 -10.47156 -0.32178
H 2.22739 -11.72915 -1.31364
H 3.00575 -11.45101 1.27715
H 4.19525 -11.75008 -0.00103
H 3.48433 -9.06870 1.23506
H 5.09522 -9.74005 0.79760
```

Values from the calculation:
HOMO level = -10.92 eV
Net charge = +1
Orbital gap = 6.064 eV

3.
Computed, not measured: 9 unconnected molecules or ions with the total composition C14H46O9, with ωB97M-V/def2-TZVPD.

Structure (XYZ):
```
69
Properties=species:S:1:pos:R:3
C 2.15062 -3.44901 -1.66995
C 3.27244 -2.54663 -1.29117
O 2.96619 -1.19191 -1.67060
H 1.83102 -3.35099 -2.70742
H 1.27042 -3.15311 -1.09919
H 2.35276 -4.51294 -1.54628
H 4.25447 -2.88137 -1.62536
H 3.22177 -2.47410 -0.20478
H 3.79396 -0.70631 -1.64635
C -4.81762 0.38117 -2.57893
C -4.43711 1.50750 -1.61637
O -5.03476 2.69906 -2.03858
H -4.43596 0.52720 -3.58943
H -5.88870 0.20069 -2.67012
H -4.35791 -0.56222 -2.28434
H -3.35821 1.66004 -1.64507
H -4.75408 1.27467 -0.59980
H -4.52487 3.41262 -1.64814
C -1.25357 0.36632 0.22199
C 0.16287 -0.19329 0.31640
O 0.39679 -0.30803 1.72817
H -1.46321 1.21853 0.86844
H -1.91539 -0.37336 0.67251
H -1.61260 0.48184 -0.80068
H 0.85878 0.51554 -0.13237
H 0.26335 -1.11587 -0.25531
H 0.76655 -1.19202 1.78682
C 1.43069 1.17729 4.87875
C 2.35524 0.04224 5.32917
O 2.30018 -0.18785 6.74743
H 0.38684 0.87978 4.97848
H 1.55354 1.36399 3.81190
H 1.60233 2.12566 5.38792
H 3.39317 0.30976 5.13119
H 2.08006 -0.88307 4.82303
H 1.57899 -0.77807 6.97792
C -0.98023 -0.57015 -4.26352
C 0.17821 -1.02150 -3.35978
O 0.90342 0.04571 -2.90901
H -0.74341 0.18502 -5.01302
H -1.80976 -0.18924 -3.66777
H -1.41390 -1.41588 -4.79715
H 0.85666 -1.63082 -3.95689
H -0.12211 -1.52762 -2.44231
H 1.60955 -0.36007 -2.40075
C 3.59893 2.05834 -1.33990
O 4.67898 1.18077 -1.57577
H 2.65812 1.50793 -1.34363
H 3.65147 2.55339 -0.37023
H 3.48022 2.84401 -2.08605
H 5.50722 1.66042 -1.50126
C -2.56594 0.91966 3.78230
O -2.00079 -0.37711 3.59547
H -1.87389 1.68396 4.13587
H -3.08442 1.19586 2.86414
H -3.32938 0.89940 4.56002
H -1.26773 -0.39332 2.97584
C -0.30990 3.06026 -1.80404
O -1.04114 4.32649 -1.78160
H -0.04170 2.78391 -0.78434
H -0.92956 2.30522 -2.28783
H 0.57735 3.24464 -2.40976
H -1.19578 4.60194 -2.68814
C -0.58001 -3.28284 1.63321
O 0.77448 -2.87698 1.93756
H -0.54623 -4.02869 0.83908
H -1.15257 -3.69882 2.46221
H -1.12120 -2.45302 1.17864
H 1.24603 -3.51465 2.47849
```

Values from the calculation:
HOMO level = -9.69 eV
Energy relative to the best compared isomer or geometry (same formula, charge and spin) = 2.729 eV
Net charge = 0
Orbital gap = 9.982 eV
SMILES = CCO.CCO.CCO.CCO.CCO.CO.CO.CO.CO

4.
Computed, not measured: C4H6O2 in the gas phase, with ωB97M-V/def2-TZVPD.

Structure (XYZ):
```
12
Properties=species:S:1:pos:R:3
C 0.78575 -1.10037 -0.08790
C 0.23809 0.33669 -0.05121
C -0.79917 0.53625 -1.13991
O -1.95711 0.79958 -0.92210
C -0.38827 0.69958 1.29010
O -0.46837 -0.06027 2.22314
H 1.84378 -1.13039 -0.35680
H 0.66312 -1.54002 0.90635
H 0.23941 -1.73149 -0.79898
H 1.04376 1.06362 -0.24331
H -0.42784 0.39108 -2.17776
H -0.77316 1.73573 1.35837
```

Values from the calculation:
HOMO level = -10.01 eV
Energy relative to the best compared isomer or geometry (same formula, charge and spin) = 1.143 eV
Net charge = 0
Orbital gap = 10.788 eV
SMILES = CC(C=O)C=O

5.
Computed, not measured: a molecular structure, C38H51Cl3N2O3PdS3Si2Te, with ωB97M-V/def2-TZVPD.

Structure (XYZ):
```
104
Properties=species:S:1:pos:R:3
Pd 1.57875 -0.89119 -0.38751
C 1.13554 -1.24372 5.63484
Si 0.35546 0.38828 5.01893
C -1.51075 0.14737 4.71215
C 0.72276 1.74676 6.29441
C 1.02675 0.89224 3.25872
Te 1.05502 -0.93547 2.15399
C 3.06976 -1.27394 2.78479
Si 3.55465 -3.09108 2.41372
C 2.27266 -4.27090 3.18574
C 3.33683 -3.19581 0.51970
C 5.35080 -3.33379 2.97788
H 0.59068 -1.60118 6.50321
H 2.16549 -1.10998 5.95322
H 1.10873 -2.03159 4.88372
H -1.97889 -0.35505 5.55151
H -1.69792 -0.44532 3.81771
H -2.01354 1.10220 4.59264
H 0.25314 1.47296 7.23336
H 0.33107 2.71623 6.00507
H 1.78557 1.86126 6.48698
H 2.03719 1.29066 3.29735
H 0.37150 1.62176 2.79161
H 3.13555 -1.02817 3.83886
H 3.69273 -0.57804 2.22284
H 1.25453 -3.91226 3.02647
H 2.42264 -4.39459 4.25305
H 2.34688 -5.25712 2.73732
H 2.32760 -3.52978 0.26402
H 4.02840 -3.89963 0.06791
H 3.52119 -2.20534 0.06831
H 5.43241 -3.25235 4.05864
H 6.02756 -2.59862 2.54790
H 5.71798 -4.31745 2.70430
Cl -2.71735 8.36699 0.02001
C -2.13279 7.12684 -1.00672
C -1.11084 6.28922 -0.58062
C -0.68180 5.25995 -1.40014
C -1.22361 5.04341 -2.66246
C -0.75094 3.93493 -3.57976
C 0.78740 3.69974 -3.59222
N 1.32036 2.95982 -2.47673
C 2.10928 3.45218 -1.47721
C 2.37924 2.40662 -0.64128
N 1.77241 1.28808 -1.12932
C 1.15089 1.65018 -2.23653
O -1.40742 2.67747 -3.42760
C -2.13792 2.40971 -2.25270
C -3.40699 3.20622 -2.14849
C -3.80124 3.90746 -1.03685
Cl -2.98811 3.97372 0.45750
S -5.28572 4.76561 -1.27547
C -5.38538 4.16276 -2.87820
C -4.34052 3.35383 -3.19990
C -2.22684 5.92880 -3.08512
Cl -2.94705 5.78424 -4.64615
C -2.69176 6.94366 -2.26270
H -0.66061 6.43798 0.38637
H 0.09067 4.60697 -1.03106
H -0.99201 4.25184 -4.60511
H 1.29077 4.66553 -3.64428
H 1.00505 3.12654 -4.49679
H 2.43427 4.47362 -1.43995
H 2.96935 2.39992 0.25656
H 0.57846 0.99543 -2.86704
H -1.53322 2.56041 -1.34839
H -2.37511 1.34255 -2.34033
H -6.21762 4.44375 -3.49176
H -4.22237 2.87457 -4.15327
H -3.48107 7.59290 -2.60397
O -0.48942 -0.68181 -1.48518
S -1.47672 -0.88827 -0.38433
C -2.95795 -1.55156 -1.18157
C -2.80291 -2.40806 -2.25638
C -3.91542 -3.03447 -2.78528
C -5.16979 -2.78040 -2.25216
C -5.31471 -1.89463 -1.19641
C -4.20406 -1.27487 -0.64774
C -1.06118 -2.52714 0.26187
C -0.20590 -3.35772 -0.44504
C 0.00928 -4.64471 0.03280
C -0.57580 -5.05353 1.22039
C -1.38571 -4.18970 1.94641
C -1.64511 -2.92021 1.45382
H -1.82336 -2.58510 -2.67473
H -3.80133 -3.73127 -3.60101
H -6.03622 -3.27410 -2.66264
H -6.29366 -1.69492 -0.79094
H -4.30968 -0.59554 0.18475
H 0.23612 -3.02128 -1.38391
H 0.62392 -5.33698 -0.52343
H -0.40015 -6.05413 1.58070
H -1.81352 -4.50335 2.88441
H -2.31101 -2.23661 1.96073
C 3.15757 -4.42429 -2.98198
S 3.13432 -2.64492 -3.45958
C 4.94671 -2.37163 -3.36563
O 2.59589 -1.94152 -2.25491
H 3.38102 -4.99435 -3.87597
H 2.16229 -4.68182 -2.63147
H 3.89443 -4.63175 -2.21527
H 5.46092 -3.07938 -4.00532
H 5.26120 -2.47973 -2.33199
H 5.15131 -1.36108 -3.70869
```

Values from the calculation:
HOMO level (alpha / beta) = -11.85 / -11.85 eV
Energy relative to the best compared isomer or geometry (same formula, charge and spin) = 1.762 eV
Net charge = +2
Orbital gap (alpha / beta) = 3.879 / 3.881 eV

6.
Computed, not measured: C4H12N2O in the gas phase, with ωB97M-V/def2-TZVPD.

Structure (XYZ):
```
19
Properties=species:S:1:pos:R:3
N 0.17478 2.82300 1.09104
C 0.05526 1.62867 1.96783
C -0.75720 0.50749 1.24042
N -0.05768 -0.12087 0.11670
C -0.68898 -1.10399 -0.77646
C 0.03707 -1.73141 -1.96406
O 1.37310 -2.05475 -1.62271
H -0.42733 3.53694 1.47829
H -0.17472 2.56969 0.17563
H 1.05577 1.30084 2.18079
H -0.56188 1.86834 2.83288
H -1.70981 0.91974 0.89917
H -0.87794 -0.26559 1.99698
H 0.62770 0.37127 -0.43584
H -1.61791 -0.68728 -1.16080
H -1.08922 -1.98284 -0.25848
H -0.00687 -1.12424 -2.87288
H -0.54139 -2.63480 -2.20969
H 1.52334 -1.91630 -0.68838
```

Values from the calculation:
HOMO level = -8.72 eV
Energy relative to the best compared isomer or geometry (same formula, charge and spin) = 2.214 eV
Net charge = 0
Orbital gap = 9.694 eV
SMILES = NCCNCCO